Density functional theory data (the ωB97M-V functional and the def2-TZVPD basis) for one molecule with the formula CH3Cl3SSi at a distorted geometry.

The value obtained for the electronic energy is -57369.9887 eV. As for the orbital gap: 9.7 eV. The relative energy (zero: lowest compared OMol25 entry of this formula, charge and spin) comes out at 0.011 eV. For the HOMO energy, the calculation gives -9.2918 eV.

Cartesian coordinates (Å):
S: 0.0907 -1.2819 -0.9390
C: -0.7220 0.0498 -0.0127
Si: -2.6915 0.0002 0.0118
Cl: -3.3682 -1.6208 0.9590
Cl: -3.3212 0.0207 -1.9714
Cl: -3.3941 1.5805 1.1269
H: 0.6456 -0.3848 -1.8921
H: -0.1686 0.8624 -0.4765
H: -0.3107 0.0022 1.0269